DFT (ωB97M-V with the def2-TZVPD basis set) results for C3H6ClFN2 in the gas phase in a non-equilibrium geometry.

Relative energy (zero: lowest compared OMol25 entry of this formula, charge and spin) in kcal/mol: 68.9
Frontier orbital gap in eV: 9.97
E_LUMO in eV: 0.845
HOMO in Eh: -0.335
SMILES string: [H]/N=C(\N)[C@H](F)CCl

Geometry as ORCA input:
```
! RIJCOSX wB97M-V def2-TZVPD def2/J DEFGRID3
* xyz 0 1
C -0.6405 -0.4653 -0.0083
C -0.2541 0.9430 0.4478
C 1.2613 0.5485 0.7966
H -1.2822 -1.3059 -2.1377
H -0.7062 0.6099 -1.8262
H -0.8213 -2.3480 0.6251
H -0.8055 1.2958 1.2287
H 1.8743 1.5160 1.1590
H 1.3325 -0.3172 1.4633
N -0.9190 -0.5592 -1.4356
N -0.7016 -1.2660 0.9882
F -0.2997 1.7551 -0.6365
Cl 1.9621 -0.4067 -0.6643
*
```


DFT (ωB97M-V with the def2-TZVPD basis set) results for 2 unconnected molecules or ions with the total composition H3O5PSi in a non-equilibrium geometry.

Relative energy (zero: lowest compared OMol25 entry of this formula, charge and spin) in kcal/mol: 1.9
Frontier orbital gap in eV: 7.33
E_LUMO in eV: 6.990
HOMO in Eh: -0.012

Geometry as ORCA input:
```
! RIJCOSX wB97M-V def2-TZVPD def2/J DEFGRID3
* xyz -2 1
O -2.8611 -1.1087 -1.2539
O -4.3833 0.6785 0.0374
O -2.8684 -1.1229 1.3842
O -0.8968 1.6734 0.4327
O -2.8576 1.1993 0.0121
Si -0.2258 0.5464 -0.4246
P -3.0167 -0.3954 0.0796
H -0.4086 0.4817 -2.0264
H -0.4116 -0.6973 0.3373
H 1.2170 0.3869 -0.3287
*
```


DFT (ωB97M-V with the def2-TZVPD basis set) results for a molecular structure, C27H32HgN4O9P in a non-equilibrium geometry.

Frontier orbital gap (spin up / spin down) in eV: 2.18 / 6.31
E_LUMO (spin up / spin down) in eV: 4.037 / 4.032
HOMO (spin up / spin down) in Eh: 0.068 / -0.084

Geometry as ORCA input:
```
! RIJCOSX wB97M-V def2-TZVPD def2/J DEFGRID3
* xyz -2 2
Hg 12.2319 12.0327 11.0342
O 12.5411 18.0342 8.4805
C 12.2839 16.7923 9.0269
C 11.1121 16.0423 8.9229
C 11.0835 14.7467 9.4418
N 12.0696 14.3211 10.1502
C 13.1511 15.0766 10.5004
C 13.3566 16.3357 9.8976
C 14.0386 14.3858 11.4957
O 15.0334 14.9022 12.0358
O 13.8986 13.0865 11.6435
C 9.6980 14.0726 9.3503
O 8.7321 14.7302 8.9478
O 9.8241 12.8489 9.6480
H 11.7581 18.5271 8.0138
H 10.1756 16.3264 8.3296
H 14.2931 16.8624 10.0605
O 8.2082 10.9087 8.6785
C 9.0913 9.7593 9.0040
C 10.5737 10.1592 9.4020
O 11.5313 9.9905 8.6489
O 10.5716 10.6976 10.5980
C 9.0728 8.9707 7.7335
C 9.4208 9.6308 6.5222
C 9.3172 8.9961 5.2942
C 8.8576 7.7113 5.1913
C 8.5238 7.0336 6.3540
C 8.7206 7.6558 7.6444
C 8.4941 9.0136 10.1189
C 7.1507 9.1695 10.3855
C 6.5525 8.6312 11.4974
C 7.2280 7.5504 12.0912
C 8.4937 7.1425 11.6987
C 9.1146 7.8735 10.6734
H 8.5829 11.6576 9.1836
H 9.6971 10.6755 6.5716
H 9.5473 9.5827 4.4135
H 8.8046 7.1665 4.2158
H 8.2450 5.9835 6.3416
H 8.4355 7.0912 8.5070
H 6.6053 9.9083 9.7318
H 5.4280 8.8270 11.7460
H 6.7875 7.0121 12.9361
H 8.8426 6.2411 12.2509
H 10.1602 7.5798 10.4874
C 8.6695 14.5197 14.5115
N 9.7795 14.3900 15.5350
C 9.3411 14.6410 16.9223
P 11.2666 14.6870 14.8935
O 11.2900 14.3617 13.4413
N 12.3635 13.9727 15.9871
C 13.7715 14.4415 16.0965
C 12.2543 12.5776 16.2570
N 11.9019 16.3245 15.0307
C 11.3898 17.1147 16.1199
C 12.0038 17.1680 13.7833
H 7.8423 13.8778 14.7406
H 9.1528 14.2556 13.5138
H 8.3784 15.5622 14.4267
H 10.2454 14.6718 17.4889
H 8.8005 13.7753 17.3973
H 8.8201 15.6311 17.0250
H 14.1137 14.0007 17.0706
H 13.8681 15.5128 16.2041
H 14.3926 14.1057 15.1921
H 11.2531 12.1519 16.0973
H 12.5157 12.3537 17.3369
H 12.8933 11.9612 15.5821
H 10.3020 17.2118 15.9806
H 11.8184 18.1284 16.1124
H 11.5509 16.6199 17.0890
H 12.0072 16.5516 12.8817
H 12.9149 17.7637 13.7883
H 11.1986 17.8820 13.7977
*
```